(1)
This record from OMol25 describes a 7-piece molecular cluster, C49H109N6O3 overall in a non-equilibrium geometry. The level of theory is the ωB97M-V functional and the def2-TZVPD basis.

XYZ file:
```
167
Properties=species:S:1:pos:R:3:lowdin_charge:R:1
H -35.51644 -3.16247 -6.27797 0.137
C -36.02870 -5.57463 -4.79571 -0.074
C -40.81955 2.41195 -11.46574 0.032
C -34.78995 -3.97863 -6.26130 -0.123
C -34.09770 -0.31679 -16.34400 0.011
C -32.80847 -5.13063 -9.09222 -0.156
H -34.67941 -3.59701 -16.56069 0.129
H -33.11701 4.98771 -7.33664 0.128
H -34.07075 -3.77288 -5.46868 0.145
H -34.66073 -3.11765 -9.49038 0.106
H -34.30637 -0.90363 -12.16526 0.053
N -39.66250 3.33519 -11.63899 -0.256
C -32.79718 -4.60492 -7.67828 -0.069
C -34.27741 -5.19964 -9.49819 -0.117
H -36.64751 -6.46587 -4.72992 0.091
H -34.01237 -5.62859 -14.19339 0.113
O -33.39516 -3.55139 -12.95388 -0.026
H -35.41195 5.55548 -6.78819 0.115
H -36.54400 4.19913 -5.21554 0.121
H -34.51078 -0.19710 -9.52444 0.057
C -38.26888 1.47217 -12.58160 -0.211
C -33.45534 4.69707 -6.34870 -0.095
H -30.52936 -7.21019 -10.30059 0.074
C -33.98196 4.50868 -13.63813 0.018
C -32.11677 4.40790 -15.25919 -0.106
C -31.96233 -8.18488 -14.37841 -0.106
H -35.33594 3.02150 -7.67025 0.137
C -31.49976 -5.86983 -15.07971 0.036
C -34.79935 0.83084 -9.31432 -0.079
H -34.11517 0.74474 -7.31071 0.099
H -34.77068 -6.11160 -6.51798 0.112
C -40.29334 5.67975 -11.07115 -0.111
H -36.63671 0.15682 -11.68924 0.069
H -31.68980 -2.24419 -19.78379 0.084
C -32.73677 -8.39744 -15.66743 -0.126
H -32.95253 -5.45922 -7.02450 0.129
H -41.06702 1.91844 -12.40059 0.110
C -31.75130 5.39658 -13.19875 -0.111
H -31.65627 2.88237 -6.73921 0.123
H -35.77538 0.70818 -8.82398 0.084
H -38.30631 1.89700 -13.58837 0.117
C -34.77094 5.36555 -5.92914 -0.115
H -40.59822 1.64797 -10.72412 0.120
H -32.69176 4.93138 -5.61043 0.145
H -33.97444 0.43834 -17.11487 0.100
C -34.26571 2.80744 -7.70447 -0.117
H -32.35282 3.54577 -15.87880 0.127
H -34.04079 -2.92524 -18.51198 0.143
H -30.91757 0.61966 -12.74670 0.097
N -33.70251 3.19909 -6.32963 -0.255
H -31.32040 -4.90864 -14.60077 0.108
H -31.65597 5.29648 -12.11691 0.141
H -40.47215 3.63236 -13.63080 0.139
C -34.86606 -3.95162 -8.82146 -0.078
O -33.00229 -2.26576 -11.18884 -0.042
H -29.60939 -6.02168 -12.95965 0.121
H -30.46522 5.58797 -16.09964 0.131
O -34.49406 -1.61511 -12.79314 0.007
H -37.57415 3.34374 -11.83786 0.131
H -38.20499 2.24888 -10.55994 0.139
H -29.93812 -7.76878 -12.70807 0.115
H -41.31042 5.79474 -10.70958 0.125
C -31.67390 -6.42846 -12.66972 -0.143
C -30.40059 5.46664 -13.89532 -0.115
C -36.97214 -1.61521 -16.46192 -0.135
N -32.17073 -6.72018 -14.05668 -0.258
H -31.85999 -5.35348 -12.56667 0.112
C -31.92519 0.46912 -13.12737 -0.058
C -36.93514 0.69852 -12.59021 -0.089
C -34.77889 2.96506 -5.29174 -0.076
H -30.06276 -5.55108 -10.66936 0.073
H -35.90417 -4.06353 -8.52670 0.129
C -32.40438 2.53856 -6.02960 0.020
H -34.94237 1.49148 -10.16587 0.062
C -39.79114 4.11101 -12.93521 -0.081
H -37.42823 -0.72001 -16.03654 0.107
H -40.99675 6.03863 -13.15748 0.131
H -32.14626 -5.78608 -15.94548 0.100
C -33.98754 -7.50703 -15.48383 -0.130
H -32.19319 -8.09034 -16.55760 0.120
C -33.66694 -6.65961 -14.24732 -0.106
H -41.67453 3.00545 -11.15009 0.127
H -35.25846 -5.67630 -4.02869 0.089
H -32.97697 -9.45308 -15.76983 0.132
H -32.04628 -0.89597 -20.91632 0.089
H -34.46528 6.26455 -5.40390 0.133
H -38.67218 4.55266 -10.16596 0.124
H -34.06036 -2.59438 -15.25419 0.109
H -36.03730 -0.24521 -17.96692 0.137
H -29.92608 6.43574 -13.99724 0.135
H -32.01639 -0.34228 -13.84774 0.073
C -33.93873 1.40388 -8.16864 -0.236
H -32.50397 1.46088 -6.09584 0.097
H -32.99917 -2.11545 -8.43495 0.106
C -32.02829 2.98269 -13.18693 -0.113
H -28.85369 -6.83403 -10.73793 0.090
H -34.43735 -1.64269 -7.56085 0.089
C -33.40489 -1.00517 -19.20554 -0.226
H -32.30945 -8.80618 -13.55763 0.152
C -38.33187 2.60405 -11.58223 -0.133
C -33.57604 -2.53708 -12.26762 -0.805
C -33.56658 -2.29792 -7.52155 -0.001
H -32.32911 -6.10449 -9.19088 0.111
C -35.98784 -1.25327 -17.56597 -0.081
H -32.24944 -4.51507 -9.80508 0.107
H -38.80910 4.20469 -13.39086 0.122
C -35.47028 4.31611 -5.06353 -0.126
H -32.52298 0.14607 -12.27376 0.055
H -34.31377 2.55160 -4.39928 0.140
H -30.91228 -8.38615 -14.57932 0.135
C -39.67877 4.37286 -10.54137 -0.109
C -33.65540 -1.99680 -18.08543 -0.150
H -32.47280 2.98901 -12.18617 0.133
H -34.16163 -6.83691 -16.32818 0.104
H -36.20045 -2.09307 -14.49492 0.080
H -36.66386 -4.73236 -4.51163 0.086
H -35.46638 2.21770 -5.67893 0.128
H -32.27751 6.34449 -13.32647 0.142
C -32.43165 1.69774 -13.90199 -0.220
H -33.14705 -0.54241 -15.86477 0.103
H -36.09708 1.32010 -12.92798 0.065
N -34.03602 -3.72276 -7.56690 -0.255
H -34.20196 4.29069 -12.59082 0.104
H -34.22038 5.54903 -13.82138 0.115
H -36.33881 -5.37537 -6.82423 0.117
H -32.74348 5.19238 -15.69482 0.144
C -30.65828 4.87431 -15.30753 -0.103
H -34.09392 -7.16500 -13.37710 0.136
N -34.59664 -1.55052 -17.00437 -0.262
H -36.95385 -0.12356 -13.31106 0.062
H -34.37060 -0.70512 -19.61262 0.116
H -32.37142 -6.90803 -11.97932 0.136
H -33.03551 -2.18751 -6.58132 0.112
H -34.78585 0.10054 -15.61073 0.106
H -39.33413 6.20109 -12.83380 0.114
H -31.91595 -4.04706 -7.38219 0.141
H -34.48342 -5.10745 -10.56063 0.116
H -40.23941 4.02802 -9.67282 0.139
H -37.80889 -2.10048 -16.96865 0.128
H -36.08192 -1.92612 -18.41922 0.143
C -29.89438 -6.59778 -10.94098 -0.084
H -34.52110 3.79876 -14.26074 0.104
H -33.92359 3.56255 -8.41582 0.126
C -35.45040 -5.32718 -6.18725 -0.232
C -40.19073 5.55948 -12.61077 -0.111
C -36.27730 -2.55459 -15.47183 -0.104
N -32.53386 4.25669 -13.81979 -0.267
H -39.63605 6.46120 -10.70481 0.120
H -34.89484 -8.09680 -15.38656 0.124
H -32.87638 1.29947 -8.39465 0.118
C -30.21713 -6.75506 -12.42728 -0.212
H -30.07232 3.96874 -15.46622 0.120
C -32.46671 -1.63660 -20.24439 -0.065
H -34.70461 -6.09315 -9.04041 0.121
H -35.47199 4.55465 -3.99776 0.131
H -36.68874 -3.55684 -15.48210 0.126
H -33.49143 1.63861 -14.15558 0.093
C -34.84001 -2.67113 -16.01118 -0.086
H -32.72972 -2.29223 -17.58297 0.144
H -29.71815 4.79352 -13.37625 0.113
H -31.88362 1.68197 -14.84934 0.110
H -30.95313 3.04991 -13.04827 0.139
H -32.11243 2.80006 -5.01612 0.124
H -39.05550 0.72678 -12.48644 0.119
H -30.53742 -6.26892 -15.39199 0.121
H -33.07403 -2.31193 -20.85325 0.090
H -32.90383 -0.10923 -18.83036 0.106
```

Computed properties:
- highest occupied orbital energy (hartree) = -0.664
- energy above the lowest of the compared OMol25 structures with the same formula, charge and spin (eV) = 2.160
- net charge = +5
- spin multiplicity = 1


(2)
This record from OMol25 describes C5H5P as an isolated structure in a non-equilibrium geometry. The level of theory is the ωB97M-V functional and the def2-TZVPD basis.

XYZ file:
```
11
Properties=species:S:1:pos:R:3:lowdin_charge:R:1
C 1.11513 -0.07523 0.67513 -0.068
P -2.07229 0.28371 0.08415 0.914
C -1.23926 -1.19964 0.31159 -0.321
H 1.24509 2.12621 0.73474 0.110
H 1.71885 -0.53805 1.34279 0.073
C 0.73250 1.19494 0.49469 -0.098
H -1.59126 -2.19939 0.33735 0.014
C 0.14414 -0.72020 -0.23871 -0.401
H 0.62391 -1.21130 -1.06871 0.130
C -0.25857 0.73045 -0.42663 -0.515
H -0.41823 1.60849 -2.24640 0.162
```

Computed properties:
- highest occupied orbital energy (spin up / spin down) (hartree) = -0.324 / -0.323
- energy above the lowest of the compared OMol25 structures with the same formula, charge and spin (eV) = 5.119
- spin multiplicity = 1


(3)
This record from OMol25 describes a 5-piece molecular cluster, C7H22BN4O11S overall in a non-equilibrium geometry. The level of theory is the ωB97M-V functional and the def2-TZVPD basis.

XYZ file:
```
46
Properties=species:S:1:pos:R:3:lowdin_charge:R:1
O -2.41329 3.26106 3.94474 0.053
O -2.74795 4.84305 2.53261 0.035
H -0.12800 0.27930 1.92246 -0.014
H 5.25371 -0.94199 1.29716 0.102
C 0.18082 -1.55090 0.52646 -0.271
H -0.76367 -1.83951 1.02627 0.026
O 3.71502 -2.80022 2.23352 0.074
H -1.84402 2.10182 1.69254 0.092
N -1.19946 3.09622 -2.43269 -0.438
H -0.41063 2.96652 2.32144 0.107
H 0.97143 -2.21681 0.92894 0.075
H -0.18191 4.47011 -3.62463 0.102
N 4.52958 -2.89979 1.35233 -0.461
O 3.01385 -0.95702 -3.49920 -0.372
C -1.39799 3.07485 1.88189 0.041
H 0.24414 0.62650 -2.62120 0.031
H 5.60481 -1.91646 -0.15952 0.093
C 1.29198 -2.05611 -1.79558 -0.215
H 1.02060 -2.67237 -2.66434 0.096
C -4.45193 -2.56534 2.13665 0.033
B 0.51577 0.02022 0.91555 -0.480
C 4.86210 -1.66793 0.59071 0.052
H -1.49702 3.58301 -4.45142 0.093
S 2.03310 -0.53602 -2.45822 0.671
O -0.88275 3.48574 -1.33931 0.083
H -4.48476 -3.49835 1.58061 0.095
O 0.92357 0.37277 -3.26930 -0.182
H 1.67922 0.21423 1.20261 -0.015
H 0.16826 0.81789 0.06619 -0.005
C -0.02506 -1.81246 -0.98781 -0.264
O -2.18211 -2.72643 2.44882 0.065
O 2.76414 0.26302 -1.45366 -0.329
O -2.94540 -0.93821 1.51883 0.085
H -0.58352 -2.76689 -1.09412 0.096
N -2.25642 3.78451 2.86681 -0.462
H -1.89338 4.87269 -3.27568 0.098
H 2.06177 -2.59320 -1.23477 0.102
H -1.35530 3.66340 0.97514 0.064
O 5.09946 -3.92758 1.04002 0.034
O -1.51616 1.95700 -2.68654 0.059
H 3.95257 -1.30238 0.12074 0.075
H -4.65165 -2.73139 3.19154 0.094
H -5.14271 -1.84038 1.72001 0.089
C -1.19376 4.08426 -3.53899 0.048
H -0.66310 -1.05489 -1.47045 0.093
N -3.07393 -2.02554 2.02283 -0.450
```

Computed properties:
- highest occupied orbital energy (hartree) = -0.172
- energy above the lowest of the compared OMol25 structures with the same formula, charge and spin (eV) = 0.929
- net charge = -1
- spin multiplicity = 1


(4)
This record from OMol25 describes a 2-piece molecular cluster, C18H11F3N3O3S2 overall in a non-equilibrium geometry. The level of theory is the ωB97M-V functional and the def2-TZVPD basis.

XYZ file:
```
40
Properties=species:S:1:pos:R:3:lowdin_charge:R:1
H 0.01630 -0.93266 -3.49231 0.110
C -3.35031 -0.74205 2.91140 -0.148
C 2.89473 1.30114 -2.55588 -0.023
S -3.02281 0.71571 0.71911 0.590
O -3.20261 -0.06252 -0.49237 -0.360
C 5.18147 0.53519 -2.73092 -0.234
C -5.94483 0.12857 3.55293 -0.097
F 3.26089 1.12357 0.70703 0.058
C -1.88472 -0.76755 2.54789 -0.511
H -3.33031 -1.79096 4.79072 0.117
C 6.59822 0.77236 -2.88710 -0.180
S 1.93749 -1.09236 -0.26780 1.120
H -0.71523 -1.39527 -1.91151 0.103
O -0.99379 -1.51159 2.98100 -0.004
N -1.72430 0.27290 1.63087 -0.102
H -6.93953 0.52540 3.82883 0.096
H -5.86986 1.13199 1.59887 0.109
C 0.21470 0.81355 -1.50632 -0.217
C -5.36579 0.48475 2.31625 -0.060
O -3.20425 2.14720 0.64145 -0.342
N 7.74235 0.91588 -3.08242 0.134
C 4.25345 1.57809 -2.67373 -0.012
C 1.13992 -0.34707 -1.74112 -0.621
H 4.60101 2.60591 -2.70049 0.121
F 1.10366 1.43395 0.56073 0.077
H 0.71098 -2.31866 -2.60485 0.079
C 0.23626 -1.33712 -2.47906 -0.059
H 2.17243 2.11724 -2.50463 0.125
N -0.66765 1.58593 -1.50714 0.232
F 1.82654 -0.06516 2.00558 0.052
C -3.93566 -1.15313 4.11838 -0.028
C 3.39882 -1.06967 -2.50793 -0.105
H 5.46908 -1.60855 -2.54790 0.125
C 4.74727 -0.78906 -2.59825 -0.029
H 3.07419 -2.10566 -2.41526 0.104
C -5.21964 -0.68463 4.45235 -0.103
C 2.47499 -0.00561 -2.39971 -0.272
H -5.65406 -0.93323 5.43615 0.094
C -4.06817 0.05884 2.03635 -0.228
C 2.03878 0.46435 0.77081 -0.712
```

Computed properties:
- highest occupied orbital energy (hartree) = -0.183
- net charge = -1
- spin multiplicity = 1


no.,DFT total energy (hartree)
1,-2484.94843
2,-534.60166
3,-1749.21486
4,-2178.47933